Entry 1:
The following is a quantum chemistry calculation of C44H43FeN6P2S2 as an isolated structure in a non-equilibrium geometry, from the OMol25 dataset.

HOMO-LUMO gap (spin up / spin down), eV: 6.29 / 5.52
Multiplicity: 6
LUMO energy (spin up / spin down), eV: -5.814 / -6.603
Net charge: +2
Electronic energy, eV: -129889.8372
Maximum force, Eh/bohr: 0.027
<S²>: 8.767

```
98
C44H43FeN6P2S2 (wB97M-V/def2-TZVPD)
Fe -0.637 -0.832 1.127
C -3.277 -6.120 0.975
S -3.663 -4.543 0.182
C -2.427 -3.520 0.782
S -2.539 -1.864 0.238
N -1.510 -3.952 1.584
N -0.584 -3.038 1.919
C 0.293 -3.358 2.785
C 1.301 -2.381 3.149
C 2.338 -2.700 4.017
C 3.262 -1.725 4.353
C 3.127 -0.461 3.800
C 2.071 -0.230 2.934
N 1.173 -1.157 2.618
H -4.142 -6.752 0.790
H -2.389 -6.556 0.526
H -3.137 -5.963 2.040
H 0.290 -4.336 3.260
H 2.415 -3.701 4.422
H 4.073 -1.944 5.034
H 3.825 0.333 4.027
H 1.939 0.739 2.463
C -0.861 0.736 -2.222
N 0.518 1.045 -2.482
C 1.522 0.775 -1.493
P 1.261 -0.803 -0.536
C 2.972 -1.112 0.026
C 3.372 -2.425 0.275
C 4.656 -2.690 0.725
C 5.551 -1.651 0.936
C 5.154 -0.342 0.704
C 3.868 -0.069 0.264
C 1.016 -2.051 -1.836
C 0.390 -3.246 -1.473
C 0.210 -4.255 -2.405
C 0.641 -4.071 -3.711
C 1.263 -2.884 -4.076
C 1.456 -1.875 -3.146
C 0.886 1.646 -3.696
C 1.989 2.503 -3.764
C 2.354 3.080 -4.969
C 1.627 2.828 -6.123
C 0.530 1.982 -6.060
C 0.162 1.388 -4.865
P -1.395 1.108 -0.469
C -0.735 2.772 -0.163
C -1.032 3.848 -0.996
C -0.520 5.102 -0.705
C 0.283 5.289 0.412
C 0.590 4.220 1.241
C 0.081 2.963 0.953
C -3.176 1.364 -0.709
C -3.897 0.518 -1.555
C -5.269 0.663 -1.676
C -5.934 1.632 -0.939
C -5.225 2.466 -0.085
C -3.851 2.335 0.033
H -1.091 -0.328 -2.393
H -1.494 1.328 -2.881
H 1.594 1.577 -0.743
H 2.492 0.684 -1.982
H 2.686 -3.242 0.091
H 4.961 -3.714 0.899
H 6.559 -1.860 1.270
H 5.851 0.472 0.859
H 3.582 0.962 0.090
H 0.053 -3.383 -0.455
H -0.263 -5.184 -2.112
H 0.493 -4.850 -4.445
H 1.610 -2.744 -5.091
H 1.949 -0.960 -3.452
H 2.541 2.748 -2.865
H 3.208 3.744 -5.004
H 1.912 3.287 -7.059
H -0.034 1.766 -6.958
H -0.671 0.695 -4.849
H -1.662 3.705 -1.866
H -0.754 5.938 -1.351
H 0.667 6.275 0.640
H 1.224 4.367 2.106
H 0.302 2.116 1.592
H -3.391 -0.255 -2.119
H -5.820 0.014 -2.343
H -7.006 1.743 -1.038
H -5.746 3.219 0.492
H -3.298 2.999 0.685
C -1.528 2.574 5.695
N -1.761 1.781 4.498
C -2.952 1.650 3.830
C -2.716 0.812 2.784
N -1.393 0.436 2.804
C -0.854 1.035 3.853
H -2.467 3.008 6.022
H -0.824 3.379 5.493
H -1.132 1.950 6.494
H -3.850 2.149 4.152
H -3.403 0.447 2.039
H 0.168 0.932 4.180
```

From a natural (NBO) analysis of the wavefunction, the atomic charges in e read: atom 1 (Fe): 1.420, atom 2 (C): -0.736, atom 3 (S): 0.403, atom 4 (C): -0.068, atom 5 (S): -0.201, atom 6 (N): -0.382, atom 7 (N): -0.325, atom 8 (C): 0.106, atom 9 (C): 0.139, atom 10 (C): -0.194, atom 11 (C): -0.121, atom 12 (C): -0.220, atom 13 (C): 0.055, atom 14 (N): -0.535, atom 15 (H): 0.252, atom 16 (H): 0.236, atom 17 (H): 0.246, atom 18 (H): 0.225, atom 19 (H): 0.246, atom 20 (H): 0.249, atom 21 (H): 0.247, atom 22 (H): 0.203, atom 23 (C): -0.512, atom 24 (N): -0.494, atom 25 (C): -0.509, atom 26 (P): 0.801, atom 27 (C): -0.260, atom 28 (C): -0.224, atom 29 (C): -0.195, atom 30 (C): -0.184, atom 31 (C): -0.190, atom 32 (C): -0.246, atom 33 (C): -0.392, atom 34 (C): -0.142, atom 35 (C): -0.219, atom 36 (C): -0.168, atom 37 (C): -0.182, atom 38 (C): -0.187, atom 39 (C): 0.236, atom 40 (C): -0.299, atom 41 (C): -0.164, atom 42 (C): -0.227, atom 43 (C): -0.177, atom 44 (C): -0.284, atom 45 (P): 0.894, atom 46 (C): -0.411, atom 47 (C): -0.117, atom 48 (C): -0.204, atom 49 (C): -0.171, atom 50 (C): -0.203, atom 51 (C): -0.214, atom 52 (C): -0.415, atom 53 (C): -0.192, atom 54 (C): -0.185, atom 55 (C): -0.170, atom 56 (C): -0.221, atom 57 (C): -0.141, atom 58 (H): 0.224, atom 59 (H): 0.260, atom 60 (H): 0.221, atom 61 (H): 0.262, atom 62 (H): 0.226, atom 63 (H): 0.234, atom 64 (H): 0.236, atom 65 (H): 0.232, atom 66 (H): 0.217, atom 67 (H): 0.188, atom 68 (H): 0.229, atom 69 (H): 0.236, atom 70 (H): 0.235, atom 71 (H): 0.226, atom 72 (H): 0.211, atom 73 (H): 0.225, atom 74 (H): 0.231, atom 75 (H): 0.228, atom 76 (H): 0.214, atom 77 (H): 0.222, atom 78 (H): 0.239, atom 79 (H): 0.237, atom 80 (H): 0.223, atom 81 (H): 0.192, atom 82 (H): 0.224, atom 83 (H): 0.234, atom 84 (H): 0.236, atom 85 (H): 0.231, atom 86 (H): 0.216, atom 87 (C): -0.411, atom 88 (N): -0.298, atom 89 (C): -0.052, atom 90 (C): -0.087, atom 91 (N): -0.632, atom 92 (C): 0.208, atom 93 (H): 0.239, atom 94 (H): 0.225, atom 95 (H): 0.229, atom 96 (H): 0.247, atom 97 (H): 0.247, atom 98 (H): 0.219


Entry 2:
The following is a quantum chemistry calculation of C44H43IMgN4O4Sb as an isolated structure in a non-equilibrium geometry, from the OMol25 dataset.

HOMO-LUMO gap (spin up / spin down), eV: 5.22 / 4.62
LUMO energy (spin up / spin down), eV: 2.049 / 1.829
Energy above the lowest of the compared OMol25 structures with the same formula, charge and spin, kJ/mol: 152.42
Net charge: -1
Electronic energy, eV: -80559.4165
Maximum force, Eh/bohr: 0.034

```
98
C44H43IMgN4O4Sb (wB97M-V/def2-TZVPD)
Mg 0.758 -0.762 -1.118
C -3.739 -0.870 -0.152
C -2.929 -1.975 0.461
N -3.578 -2.977 1.060
C -2.820 -3.939 1.604
C -1.448 -4.014 1.551
C -0.756 -5.158 2.229
O -0.131 -6.078 1.327
C -0.721 -2.985 0.868
C 0.683 -3.085 0.729
N 1.529 -2.267 0.045
C 2.880 -2.461 0.259
C 3.391 -3.061 1.434
C 4.740 -3.252 1.654
C 5.680 -2.833 0.722
C 5.228 -2.203 -0.427
C 3.872 -2.024 -0.645
I 3.360 -1.041 -2.447
C -1.552 -1.950 0.387
O -0.934 -0.846 -0.232
H -4.793 -1.060 0.037
H -3.563 -0.815 -1.228
H -3.462 0.094 0.279
H -3.370 -4.719 2.126
H -1.480 -5.688 2.856
H 0.044 -4.798 2.880
H -0.749 -6.230 0.604
H 1.115 -3.985 1.149
H 2.696 -3.335 2.215
H 5.061 -3.714 2.579
H 6.739 -2.975 0.886
H 5.934 -1.850 -1.166
O -3.014 -2.155 -6.755
C -2.376 -3.189 -6.022
C -1.571 -2.623 -4.890
C -1.029 -3.517 -3.931
C -0.307 -2.984 -2.894
N -0.076 -1.677 -2.734
C -0.575 -0.794 -3.665
C -1.342 -1.286 -4.757
C -0.304 0.585 -3.445
C -0.674 1.605 -4.360
C -0.409 2.918 -4.091
C -0.772 3.996 -5.079
O -0.092 3.861 -6.327
C 0.236 3.245 -2.875
C 0.573 2.220 -2.025
N 0.344 0.927 -2.269
H -3.637 -2.555 -7.367
H -1.708 -3.763 -6.679
H -3.111 -3.891 -5.611
H -1.189 -4.585 -4.003
H 0.117 -3.628 -2.128
H -1.777 -0.604 -5.472
H -1.158 1.342 -5.291
H -0.571 4.977 -4.637
H -1.834 3.949 -5.323
H 0.841 3.721 -6.135
H 0.437 4.272 -2.602
H 1.035 2.445 -1.070
C -0.828 0.280 0.545
C -1.258 1.045 1.413
C -1.466 1.982 2.404
C -2.036 3.266 2.005
C -1.760 4.470 2.680
C -2.250 5.686 2.229
C -3.030 5.763 1.084
C -3.298 4.589 0.389
C -2.816 3.373 0.837
C -0.996 1.650 3.746
C -1.462 2.299 4.905
C -1.000 1.959 6.166
C -0.058 0.953 6.337
C 0.397 0.279 5.210
C -0.062 0.613 3.949
H -1.117 4.453 3.549
H -2.004 6.590 2.775
H -3.409 6.715 0.734
H -3.896 4.622 -0.515
H -3.033 2.473 0.273
H -2.223 3.062 4.812
H -1.391 2.481 7.032
H 0.302 0.691 7.324
H 1.121 -0.522 5.317
H 0.293 0.059 3.087
C 2.005 2.868 1.852
Sb 2.599 1.009 0.958
C 4.522 1.735 0.270
C 3.435 0.220 2.778
H 2.879 3.349 2.291
H 1.269 2.653 2.626
H 1.544 3.532 1.122
H 4.993 2.307 1.071
H 4.400 2.371 -0.607
H 5.158 0.890 0.005
H 3.832 1.050 3.363
H 4.235 -0.480 2.537
H 2.667 -0.291 3.357
```

From a Mulliken analysis of the wavefunction, the atomic charges in e read: atom 1 (Mg): 1.194, atom 2 (C): -0.979, atom 3 (C): 0.622, atom 4 (N): -0.762, atom 5 (C): -0.673, atom 6 (C): 0.129, atom 7 (C): -1.060, atom 8 (O): -0.540, atom 9 (C): 0.582, atom 10 (C): -1.613, atom 11 (N): 0.717, atom 12 (C): -0.435, atom 13 (C): -0.184, atom 14 (C): -0.925, atom 15 (C): -0.592, atom 16 (C): -0.542, atom 17 (C): 0.371, atom 18 (I): 0.158, atom 19 (C): 0.307, atom 20 (O): 0.220, atom 21 (H): 0.448, atom 22 (H): 0.225, atom 23 (H): 0.039, atom 24 (H): 0.357, atom 25 (H): 0.379, atom 26 (H): 0.348, atom 27 (H): 0.368, atom 28 (H): 1.229, atom 29 (H): 0.452, atom 30 (H): 0.331, atom 31 (H): 0.375, atom 32 (H): 0.421, atom 33 (O): -0.501, atom 34 (C): -0.757, atom 35 (C): 0.547, atom 36 (C): -1.202, atom 37 (C): -0.257, atom 38 (N): 0.162, atom 39 (C): 0.163, atom 40 (C): -0.615, atom 41 (C): 0.595, atom 42 (C): -0.700, atom 43 (C): 0.534, atom 44 (C): -0.826, atom 45 (O): -0.525, atom 46 (C): -1.092, atom 47 (C): -0.424, atom 48 (N): 0.149, atom 49 (H): 0.299, atom 50 (H): 0.272, atom 51 (H): 0.327, atom 52 (H): 0.389, atom 53 (H): 0.386, atom 54 (H): 0.521, atom 55 (H): 0.397, atom 56 (H): 0.300, atom 57 (H): 0.325, atom 58 (H): 0.329, atom 59 (H): 0.353, atom 60 (H): 0.025, atom 61 (C): -0.140, atom 62 (C): 0.068, atom 63 (C): -0.253, atom 64 (C): 0.425, atom 65 (C): -0.437, atom 66 (C): -0.875, atom 67 (C): -0.455, atom 68 (C): -0.854, atom 69 (C): -0.058, atom 70 (C): 0.067, atom 71 (C): -0.592, atom 72 (C): -0.699, atom 73 (C): -0.535, atom 74 (C): -0.874, atom 75 (C): 0.307, atom 76 (H): 0.497, atom 77 (H): 0.369, atom 78 (H): 0.375, atom 79 (H): 0.400, atom 80 (H): 0.234, atom 81 (H): 0.586, atom 82 (H): 0.357, atom 83 (H): 0.373, atom 84 (H): 0.366, atom 85 (H): 0.187, atom 86 (C): -1.088, atom 87 (Sb): 0.451, atom 88 (C): -1.273, atom 89 (C): -1.213, atom 90 (H): 0.530, atom 91 (H): 0.215, atom 92 (H): 0.345, atom 93 (H): 0.362, atom 94 (H): 0.376, atom 95 (H): 0.304, atom 96 (H): 0.506, atom 97 (H): 0.400, atom 98 (H): 0.106


Entry 3:
The following is a quantum chemistry calculation of C44H43N8O4PtSi as an isolated structure, from the OMol25 dataset.

HOMO-LUMO gap (spin up / spin down), eV: 4.83 / 4.94
Multiplicity: 3
LUMO energy (spin up / spin down), eV: 1.430 / -0.175
Energy above the lowest of the compared OMol25 structures with the same formula, charge and spin, kJ/mol: 11.70
Net charge: -1
Electronic energy, eV: -77572.7296
Maximum force, Eh/bohr: 0.003
<S²>: 2.045

```
101
C44H43N8O4PtSi (wB97M-V/def2-TZVPD)
Pt 1.306 -1.839 -0.090
C -2.681 -2.189 -5.281
C -3.516 -2.879 -4.407
C -3.108 -3.179 -3.110
C -1.845 -2.775 -2.735
C -1.121 -2.877 -1.451
N -1.661 -3.402 -0.392
C -1.074 -3.373 0.820
C -1.681 -3.925 2.009
C -2.881 -4.591 2.224
C -3.185 -4.969 3.521
C -2.315 -4.682 4.584
C -1.122 -4.013 4.373
C -0.811 -3.639 3.071
C 0.303 -2.919 2.504
N 1.318 -2.417 3.244
C 2.251 -1.669 2.742
N 2.454 -1.299 1.442
C 3.559 -0.500 1.344
N 4.091 0.034 0.289
C 3.567 -0.104 -0.952
N 2.468 -0.812 -1.320
C 2.236 -0.641 -2.647
N 1.185 -1.076 -3.368
C 0.218 -1.774 -2.853
N 0.114 -2.323 -1.609
C -1.013 -2.089 -3.605
C -1.410 -1.777 -4.888
C 3.274 0.205 -3.190
C 3.490 0.719 -4.462
C 4.567 1.570 -4.639
C 5.408 1.910 -3.567
C 5.188 1.407 -2.296
C 4.111 0.547 -2.119
C 4.115 -0.318 2.702
C 5.190 0.412 3.162
C 5.437 0.394 4.532
C 4.625 -0.334 5.400
C 3.540 -1.066 4.925
C 3.306 -1.044 3.567
N 0.110 -2.805 1.163
H -3.033 -1.958 -6.279
H -4.503 -3.173 -4.740
H -3.754 -3.694 -2.410
H -3.551 -4.796 1.399
H -4.114 -5.488 3.724
H -2.589 -4.986 5.586
H -0.450 -3.777 5.188
H -0.758 -1.223 -5.550
H 2.825 0.466 -5.277
H 4.763 1.992 -5.617
H 6.236 2.586 -3.740
H 5.820 1.677 -1.461
H 5.806 0.979 2.477
H 6.269 0.958 4.934
H 4.841 -0.322 6.461
H 2.895 -1.628 5.587
C -0.453 3.605 -3.390
C -0.087 3.300 -1.939
C 1.120 2.366 -1.905
C 0.222 4.594 -1.187
O -1.234 2.706 -1.355
Si -1.279 1.524 -0.171
O -0.732 0.118 -0.566
O -0.491 2.279 1.099
C -0.383 1.834 2.442
C 1.078 2.026 2.845
C -1.297 2.708 3.297
C -0.765 0.364 2.601
O -2.881 1.575 0.322
C -4.019 1.112 -0.392
C -4.544 2.262 -1.252
C -5.053 0.730 0.664
C -3.718 -0.104 -1.268
H 0.361 4.126 -3.901
H -1.349 4.228 -3.420
H -0.660 2.673 -3.919
H 1.962 2.809 -2.446
H 0.850 1.416 -2.365
H 1.425 2.165 -0.875
H 1.089 5.100 -1.621
H 0.424 4.363 -0.141
H -0.639 5.264 -1.234
H 1.372 3.066 2.689
H 1.715 1.394 2.220
H 1.242 1.762 3.893
H -1.008 3.757 3.200
H -1.244 2.421 4.351
H -2.325 2.599 2.946
H -0.199 -0.235 1.889
H -1.824 0.212 2.382
H -0.561 0.028 3.622
H -4.779 3.120 -0.619
H -5.446 1.963 -1.794
H -3.776 2.564 -1.966
H -5.244 1.583 1.318
H -4.670 -0.092 1.272
H -5.994 0.420 0.202
H -2.994 0.142 -2.047
H -4.639 -0.460 -1.739
H -3.283 -0.900 -0.663
```

Mulliken population analysis, charges in e, atoms 1 to 99: atom 1 (Pt): 1.574, atom 2 (C): -0.602, atom 3 (C): -0.688, atom 4 (C): 0.114, atom 5 (C): 0.061, atom 6 (C): -0.055, atom 7 (N): -0.511, atom 8 (C): -0.155, atom 9 (C): 0.436, atom 10 (C): -0.095, atom 11 (C): -0.647, atom 12 (C): -0.628, atom 13 (C): -0.294, atom 14 (C): 0.331, atom 15 (C): -0.269, atom 16 (N): -0.549, atom 17 (C): 0.228, atom 18 (N): -0.420, atom 19 (C): -0.103, atom 20 (N): -0.543, atom 21 (C): -0.328, atom 22 (N): -0.613, atom 23 (C): -0.479, atom 24 (N): -0.509, atom 25 (C): 0.103, atom 26 (N): -0.543, atom 27 (C): 0.239, atom 28 (C): -0.157, atom 29 (C): 0.450, atom 30 (C): -0.131, atom 31 (C): -0.696, atom 32 (C): -0.607, atom 33 (C): -0.288, atom 34 (C): 0.613, atom 35 (C): 0.357, atom 36 (C): -0.153, atom 37 (C): -0.648, atom 38 (C): -0.697, atom 39 (C): -0.074, atom 40 (C): 0.056, atom 41 (N): -0.545, atom 42 (H): 0.393, atom 43 (H): 0.387, atom 44 (H): 0.535, atom 45 (H): 0.556, atom 46 (H): 0.380, atom 47 (H): 0.387, atom 48 (H): 0.539, atom 49 (H): 0.567, atom 50 (H): 0.549, atom 51 (H): 0.385, atom 52 (H): 0.389, atom 53 (H): 0.557, atom 54 (H): 0.574, atom 55 (H): 0.393, atom 56 (H): 0.394, atom 57 (H): 0.569, atom 58 (C): -2.157, atom 59 (C): 2.337, atom 60 (C): -1.246, atom 61 (C): -1.863, atom 62 (O): -0.547, atom 63 (Si): -3.145, atom 64 (O): 2.678, atom 65 (O): 0.369, atom 66 (C): 2.110, atom 67 (C): -1.686, atom 68 (C): -2.125, atom 69 (C): -1.194, atom 70 (O): -0.192, atom 71 (C): 2.331, atom 72 (C): -1.769, atom 73 (C): -1.968, atom 74 (C): -1.734, atom 75 (H): 0.391, atom 76 (H): 0.449, atom 77 (H): 0.361, atom 78 (H): 0.847, atom 79 (H): -0.052, atom 80 (H): -0.124, atom 81 (H): 0.426, atom 82 (H): 0.158, atom 83 (H): 0.398, atom 84 (H): 0.402, atom 85 (H): 0.106, atom 86 (H): 0.437, atom 87 (H): 0.372, atom 88 (H): 0.400, atom 89 (H): 0.260, atom 90 (H): -0.165, atom 91 (H): 0.111, atom 92 (H): 0.767, atom 93 (H): 0.389, atom 94 (H): 0.433, atom 95 (H): 0.186, atom 96 (H): 0.409, atom 97 (H): 0.368, atom 98 (H): 0.388, atom 99 (H): 0.131